Molecular formula: C45H46BN6O7S
Method: DFT, the ωB97M-V functional and the def2-TZVPD basis

```
106
Properties=species:S:1:pos:R:3:forces:R:3
C 4.2571 -3.5257 1.3751 0.097 -0.096 0.154
C 4.5587 -2.0330 1.2827 0.077 -0.467 -0.124
N 3.8968 -1.3891 0.1154 0.236 0.679 0.335
C 2.6003 -0.8312 0.4736 0.005 -0.473 0.173
C 1.9076 -0.2168 -0.7286 0.223 0.206 0.283
N 1.7289 -1.2198 -1.7761 -0.210 0.206 -0.085
C 2.6119 -1.4611 -2.7347 0.056 0.281 0.181
N 2.1344 -2.4367 -3.4825 0.206 -0.343 -0.212
C 0.9052 -2.8632 -3.0057 -0.197 -0.055 -0.136
B 0.0817 -4.0561 -3.6410 -0.038 -0.400 -0.165
O -1.1747 -3.7783 -4.0583 -0.076 0.170 0.481
N 0.6556 -5.3851 -3.8161 0.483 0.732 0.244
C 1.5297 -5.8082 -2.7186 -0.117 -0.143 0.077
C 1.3722 -5.4566 -5.0978 -0.184 -0.312 -0.235
C 0.6532 -2.0845 -1.9206 -0.069 0.141 0.292
C -0.5162 -2.0567 -0.9935 0.200 -0.395 -0.111
C -0.7896 -3.3840 -0.2692 -0.517 0.233 0.155
C -2.2370 -3.4474 0.2543 0.304 0.123 -0.199
C -2.6680 -2.1838 1.0130 -0.148 -0.301 0.512
S -3.8460 -1.0619 0.1971 0.029 -0.024 -0.220
C -2.7273 0.1034 -0.4450 -0.007 0.118 0.034
N -1.9305 0.8816 0.2081 -0.086 -0.294 0.077
N -1.1884 1.5656 -0.7369 0.202 0.120 -0.098
C -1.6195 1.1759 -1.8819 0.256 0.058 -0.050
O -2.5820 0.2399 -1.7948 -0.089 0.207 0.022
C 4.8156 -0.4292 -0.4431 0.213 -0.126 -0.457
C 4.8592 0.9928 0.0713 -0.188 -0.062 -0.044
O 5.5649 -0.7821 -1.3250 -0.305 0.091 0.324
H 3.3968 -3.7435 2.0082 -0.117 0.033 -0.130
H 4.1083 -3.9482 0.3824 -0.053 0.038 -0.021
H 5.1057 -4.0472 1.8186 -0.026 0.022 0.069
H 5.6351 -1.9007 1.1736 -0.014 0.011 -0.115
H 4.2793 -1.5302 2.2147 -0.027 0.094 -0.020
H 1.9863 -1.6673 0.8247 0.009 0.002 0.055
H 2.6471 -0.1238 1.3097 -0.065 0.191 -0.129
H 2.4778 0.6092 -1.1524 0.040 -0.051 -0.052
H 0.9512 0.2061 -0.4299 -0.066 -0.040 -0.189
H 3.5472 -0.9399 -2.8595 0.047 -0.099 -0.050
H 2.6092 -2.8112 -4.2888 0.022 -0.017 0.010
H -1.6941 -4.5860 -4.1623 0.072 -0.024 -0.354
H 2.5155 -5.3261 -2.7491 0.047 -0.025 -0.042
H 1.0784 -5.5721 -1.7539 -0.046 -0.019 -0.029
H 1.6710 -6.8886 -2.7467 0.064 -0.004 -0.065
H 0.8805 -4.8552 -5.8648 -0.096 -0.035 0.018
H 1.4095 -6.4816 -5.4672 0.021 -0.037 0.021
H 2.4129 -5.1127 -5.0086 0.001 0.028 0.052
H -0.3375 -1.2755 -0.2577 -0.287 0.068 -0.028
H -1.4018 -1.8102 -1.5766 -0.001 0.107 -0.049
H -0.6432 -4.2150 -0.9609 0.145 -0.085 0.133
H -0.1304 -3.4972 0.5939 0.293 -0.086 -0.201
H -2.9099 -3.6500 -0.5804 -0.105 0.081 0.048
H -2.3060 -4.2935 0.9386 -0.069 -0.049 -0.055
H -1.8185 -1.5930 1.3522 -0.026 0.069 0.036
H -3.2047 -2.4702 1.9175 0.006 -0.010 0.001
H -1.2750 1.5266 -2.8410 -0.202 -0.106 -0.089
H 4.2514 1.1742 0.9538 0.067 -0.052 0.081
H 5.8996 1.2357 0.2761 -0.001 0.046 -0.009
H 4.5133 1.6606 -0.7194 0.106 0.057 -0.013
C 0.1631 0.1485 3.5541 -0.017 0.006 -0.122
C -1.0009 0.2942 4.3021 0.016 -0.054 0.054
C -0.9867 0.0137 5.6586 -0.034 0.020 -0.081
C 0.1857 -0.4224 6.2665 0.034 -0.017 0.022
C 1.3452 -0.5811 5.5101 0.045 -0.023 0.093
C 1.3313 -0.2817 4.1561 -0.100 0.011 -0.194
C 2.6117 -1.0838 6.1190 0.039 -0.001 -0.027
O 3.6114 -1.2154 5.4414 -0.005 -0.031 -0.004
C 2.5947 -1.4234 7.5657 -0.049 0.019 -0.007
C 3.7445 -1.9379 8.1519 0.046 -0.022 0.071
C 3.7514 -2.2492 9.5008 -0.015 0.005 0.006
C 2.6129 -2.0421 10.2714 0.010 0.001 -0.017
C 1.4622 -1.5335 9.6925 0.040 -0.037 0.073
C 1.4452 -1.2283 8.3380 0.007 0.009 -0.076
C 0.1856 -0.7079 7.7338 -0.028 0.017 0.000
O -0.8084 -0.5238 8.3992 -0.015 -0.016 0.018
H 0.1528 0.3775 2.4941 -0.056 0.059 -0.001
H -1.9145 0.6275 3.8272 0.013 0.030 -0.026
H -1.8794 0.1268 6.2581 0.027 0.000 0.061
H 2.2432 -0.3949 3.5857 0.051 -0.035 0.072
H 4.6253 -2.0905 7.5440 -0.016 0.031 -0.048
H 4.6460 -2.6526 9.9557 0.006 0.003 0.008
H 2.6236 -2.2808 11.3263 0.003 -0.003 0.007
H 0.5701 -1.3714 10.2811 -0.037 0.014 -0.042
C -5.4250 3.5333 -1.9428 0.019 0.022 -0.050
C -4.0462 3.4251 -1.7917 -0.090 0.007 0.020
C -3.1986 4.2786 -2.4739 0.021 -0.110 0.060
C -3.7251 5.2396 -3.3277 -0.041 0.045 -0.045
C -5.1064 5.3394 -3.4932 0.049 0.012 -0.021
C -5.9541 4.4896 -2.7920 -0.013 -0.080 0.048
C -5.6982 6.3417 -4.4292 -0.048 0.025 -0.009
O -6.8981 6.4308 -4.5660 -0.001 -0.010 -0.004
C -4.7623 7.2178 -5.1893 0.034 -0.046 0.037
C -5.2838 8.1263 -6.1012 0.003 0.070 -0.057
C -4.4339 8.9580 -6.8101 0.019 -0.005 0.010
C -3.0599 8.8909 -6.6072 -0.016 -0.006 0.003
C -2.5336 7.9846 -5.7028 0.018 0.063 -0.061
C -3.3806 7.1406 -4.9953 -0.039 -0.038 0.037
C -2.7914 6.1554 -4.0472 0.034 0.016 -0.011
O -1.5937 6.0872 -3.8664 0.015 -0.032 -0.019
H -6.0849 2.8697 -1.3996 -0.002 0.003 0.012
H -3.6390 2.6793 -1.1229 -0.013 0.041 0.092
H -2.1256 4.2129 -2.3519 0.014 0.079 -0.003
H -7.0228 4.5865 -2.9236 0.000 0.042 -0.046
H -6.3540 8.1720 -6.2471 -0.017 -0.034 0.047
H -4.8415 9.6630 -7.5222 0.000 0.009 -0.001
H -2.3993 9.5468 -7.1583 0.001 0.005 -0.006
H -1.4671 7.9213 -5.5378 0.002 -0.044 0.035
```
Forces are in eV/Å.

Summary:
E_HOMO (eV): -11.18
Energy relative to the best compared isomer or geometry (same formula, charge and spin) (kJ/mol): 0.0
HOMO-LUMO gap (Ha): 0.313
Lowest unoccupied orbital energy (eV): -2.67
Net charge: +1
Max |F| (eV Å⁻¹): 0.91
DFT total energy (hartree): -3020.53563